{"formula": "C5H8O", "method": "wB97M-V/def2-TZVPD", "elements": ["C", "C", "H", "H", "C", "H", "C", "O", "H", "H", "H", "H", "C", "H"], "coordinates": [[-1.840, 0.310, -0.510], [1.890, 0.329, 0.186], [0.569, 1.891, -0.896], [2.417, 1.045, 0.867], [0.633, 0.927, -0.390], [-2.000, 1.265, -1.017], [-0.402, 0.125, -0.137], [1.417, -0.881, 0.915], [-2.180, -0.491, -1.181], [-2.487, 0.277, 0.376], [-0.070, -2.018, -0.007], [-0.476, -1.264, 1.548], [0.066, -1.104, 0.607], [2.464, -0.412, -0.360]], "charge": 0, "e_homo_ev": -8.74, "largest_force_ev_per_a": 2.99, "homo_lumo_gap_ev": 9.8, "smiles": "CC1=CCOC1"}

---

{"formula": "C5H8O", "method": "wB97M-V/def2-TZVPD", "elements": ["H", "H", "C", "H", "C", "H", "O", "C", "H", "H", "H", "H", "C", "C"], "coordinates": [[-0.597, -0.292, 2.116], [-0.311, -1.911, 0.524], [0.215, -0.942, 0.460], [1.732, -1.710, -0.926], [-0.451, -0.229, -0.659], [2.084, -1.958, 0.806], [0.299, -0.355, 1.762], [-1.739, 1.822, -1.130], [-1.834, 2.903, -1.045], [-2.521, 1.315, -1.690], [2.274, -0.351, 0.095], [-0.089, 1.797, 0.126], [-0.732, 1.176, -0.507], [1.670, -1.264, 0.068]], "charge": 0, "e_homo_ev": [-8.35, -8.15], "largest_force_ev_per_a": 0.52, "homo_lumo_gap_ev": [7.6, 7.5]}

---

{"formula": "C5H8O", "method": "wB97M-V/def2-TZVPD", "elements": ["C", "O", "H", "H", "C", "H", "H", "H", "H", "C", "H", "C", "C", "H"], "coordinates": [[1.300, -0.482, -0.304], [-1.007, 1.750, -0.410], [1.329, 1.609, 0.564], [-0.447, 1.659, -1.193], [0.296, -1.321, -0.552], [-1.215, 0.857, 1.368], [0.424, -2.350, -0.887], [-1.672, -0.542, -1.050], [1.116, 0.222, 1.631], [0.863, 0.616, 0.640], [-1.621, -1.346, 0.512], [-1.037, -0.715, -0.168], [-0.664, 0.671, 0.441], [2.335, -0.629, -0.591]], "charge": 0, "e_homo_ev": -9.26, "largest_force_ev_per_a": 0.63, "homo_lumo_gap_ev": 10.3, "smiles": "OC1CC=CC1"}

---

{"formula": "C5H8O", "method": "wB97M-V/def2-TZVPD", "elements": ["H", "H", "C", "C", "H", "C", "H", "C", "H", "O", "H", "C", "H", "H"], "coordinates": [[1.108, 0.417, 1.741], [-1.342, 0.826, 1.483], [0.588, -1.097, 0.122], [1.404, 0.078, -0.462], [-1.290, 0.208, -1.497], [0.616, 0.223, 0.796], [1.078, 0.482, -1.405], [-0.770, 0.799, 0.554], [-0.712, 1.818, 0.156], [-0.685, -1.401, -0.363], [2.488, -0.005, -0.335], [-1.393, -0.172, -0.473], [1.362, -1.808, -0.029], [-2.452, -0.368, -0.287]], "charge": 0, "e_homo_ev": -8.72, "largest_force_ev_per_a": 2.27, "homo_lumo_gap_ev": 9.8, "smiles": "C1C[C@@H]2C[C@@H]2O1"}

---

{"formula": "C5H8O", "method": "wB97M-V/def2-TZVPD", "elements": ["H", "O", "C", "H", "H", "C", "H", "H", "H", "C", "H", "C", "C", "H"], "coordinates": [[1.284, -1.241, 0.402], [1.470, 0.658, -1.507], [0.805, -0.280, 0.573], [-2.025, 1.194, -0.900], [0.768, -0.124, 1.650], [-1.528, 0.306, -0.573], [-1.846, -1.884, -0.906], [2.652, 0.702, 0.134], [0.513, 0.729, -1.722], [-1.804, -1.095, -0.159], [1.241, 1.788, 0.190], [-0.556, -0.309, 0.020], [1.595, 0.801, -0.121], [-2.435, -1.274, 0.710]], "charge": 0, "e_homo_ev": -9.36, "largest_force_ev_per_a": 1.07, "homo_lumo_gap_ev": 10.4, "smiles": "OCCC1=CC1"}

---

{"formula": "C5H8O", "method": "wB97M-V/def2-TZVPD", "elements": ["C", "C", "H", "H", "O", "H", "H", "C", "H", "C", "H", "H", "C", "H"], "coordinates": [[1.005, 0.508, 0.285], [1.443, -0.746, 0.139], [1.060, -1.373, -0.661], [2.343, -0.950, 1.766], [2.341, -1.400, 0.913], [1.577, 1.244, 0.852], [-1.480, -0.567, -1.755], [-1.649, 0.678, 0.142], [-1.798, 0.451, 1.193], [-1.121, -0.389, -0.750], [-0.204, 1.709, -1.088], [-0.907, -1.322, -0.224], [-0.257, 0.839, -0.425], [-2.395, 1.323, -0.308]], "charge": 0, "e_homo_ev": -8.48, "largest_force_ev_per_a": 0.71, "homo_lumo_gap_ev": 9.4, "smiles": "O/C=C/C1CC1"}

---

{"formula": "C5H8O", "method": "wB97M-V/def2-TZVPD", "elements": ["O", "H", "H", "C", "H", "C", "C", "H", "C", "H", "H", "C", "H", "H"], "coordinates": [[-0.899, -1.238, -1.812], [0.041, 1.472, 2.196], [0.922, 1.731, -0.164], [-1.538, -0.212, -1.101], [0.105, -0.292, 2.025], [0.579, 0.650, 1.725], [-0.858, 0.586, -0.318], [-1.029, -2.056, -1.323], [0.868, -0.332, -0.542], [-2.599, -0.158, -1.341], [0.947, -1.324, -0.088], [0.519, 0.807, 0.233], [1.318, -0.262, -1.530], [1.625, 0.629, 2.038]], "charge": 0, "e_homo_ev": -8.00, "largest_force_ev_per_a": 1.61, "homo_lumo_gap_ev": 8.8}

---

{"formula": "C5H8O", "method": "wB97M-V/def2-TZVPD", "elements": ["H", "H", "O", "H", "H", "H", "C", "C", "C", "C", "H", "C", "H", "H"], "coordinates": [[-0.251, -2.844, 2.178], [-1.386, 1.312, 0.752], [1.652, 0.384, -0.209], [0.047, -1.037, -1.861], [2.057, -0.433, -0.528], [0.181, 1.585, 1.557], [-0.393, -0.143, -1.404], [0.052, -1.026, 0.847], [0.259, 0.138, -0.045], [-0.307, 1.405, 0.595], [-0.110, 2.255, -0.065], [-0.106, -1.994, 1.548], [-0.229, 0.711, -2.069], [-1.468, -0.315, -1.296]], "charge": 0, "e_homo_ev": -10.17, "largest_force_ev_per_a": 0.53, "homo_lumo_gap_ev": 11.1, "smiles": "C#CC(C)(C)O"}

---

{"formula": "C5H8O", "method": "wB97M-V/def2-TZVPD", "elements": ["C", "H", "O", "H", "H", "C", "H", "H", "H", "C", "H", "C", "H", "C"], "coordinates": [[-0.221, -0.260, -0.676], [-1.081, 2.876, -1.745], [0.002, -0.271, 1.793], [-0.516, 1.819, -0.232], [-0.417, -1.891, 0.559], [-0.676, 0.915, -0.961], [-0.946, -0.131, 1.915], [1.864, -1.900, -0.428], [-2.552, 1.743, -1.666], [0.184, -0.964, 0.556], [2.284, -0.469, 0.540], [1.656, -1.364, 0.501], [1.903, -2.000, 1.355], [-1.484, 1.895, -1.512]], "charge": 0, "e_homo_ev": [-7.82, -7.82], "largest_force_ev_per_a": 0.47, "homo_lumo_gap_ev": [7.6, 7.6]}

---

{"formula": "C5H8O", "method": "wB97M-V/def2-TZVPD", "elements": ["C", "C", "H", "H", "H", "O", "C", "C", "H", "C", "H", "H", "H", "H"], "coordinates": [[1.470, -0.219, -0.158], [-2.169, -0.093, 0.456], [-0.920, -1.542, -0.590], [-2.144, -0.692, 1.382], [-1.080, 0.020, -1.402], [-2.162, 1.287, 0.739], [-0.988, -0.460, -0.421], [0.296, 0.021, 0.111], [2.529, 0.275, 0.767], [2.833, 0.067, -0.371], [-1.247, 1.496, 0.988], [3.019, 0.760, -1.221], [3.664, -0.605, -0.209], [-3.100, -0.315, -0.072]], "charge": 0, "e_homo_ev": -9.00, "largest_force_ev_per_a": 3.03, "homo_lumo_gap_ev": 9.6, "smiles": "CC#CCCO"}

---

{"formula": "C5H8O", "method": "wB97M-V/def2-TZVPD", "elements": ["C", "C", "C", "H", "H", "H", "H", "H", "H", "O", "C", "H", "H", "C"], "coordinates": [[-0.551, -0.729, 0.790], [-0.340, 2.115, 0.227], [0.427, 0.978, 0.037], [-1.108, -2.653, 1.829], [0.473, -1.935, 2.253], [1.066, -0.105, -3.889], [1.537, 1.011, -0.025], [0.673, -1.130, -0.802], [-1.494, -0.122, 0.964], [0.946, -0.226, -2.942], [0.050, -0.328, -0.433], [-0.120, 2.926, 0.924], [-1.193, 2.106, -0.476], [-0.364, -1.907, 1.544]], "charge": 0, "e_homo_ev": -7.44, "largest_force_ev_per_a": 3.74, "homo_lumo_gap_ev": 4.4}

---

{"formula": "C5H8O", "method": "wB97M-V/def2-TZVPD", "elements": ["O", "C", "C", "H", "C", "H", "H", "H", "H", "C", "H", "H", "H", "C"], "coordinates": [[1.899, 1.144, -1.152], [-0.219, -0.362, -0.423], [-1.532, -0.804, 0.153], [2.865, 1.018, 0.609], [2.012, 0.711, -0.031], [1.441, -1.221, 0.678], [0.869, 0.103, 1.608], [-1.348, 1.409, 0.302], [-1.572, -0.904, 1.234], [1.007, -0.222, 0.555], [0.024, -0.757, -1.421], [-2.138, -1.530, -0.382], [-1.915, 0.831, -1.329], [-1.393, 0.586, -0.403]], "charge": 0, "e_homo_ev": -9.80, "largest_force_ev_per_a": 1.14, "homo_lumo_gap_ev": 10.9, "smiles": "O=CCC1CC1"}

---

{"formula": "C5H8O", "method": "wB97M-V/def2-TZVPD", "elements": ["C", "O", "H", "H", "C", "H", "C", "C", "C", "H", "H", "H", "H", "H"], "coordinates": [[1.656, 0.307, 0.384], [-1.044, -0.095, 1.494], [0.218, -1.855, -0.399], [0.624, 1.017, -1.452], [-1.450, -0.231, 0.287], [-2.269, 1.593, 0.763], [-1.300, 1.200, 0.417], [-0.009, -0.950, -0.958], [0.744, 0.173, -0.778], [-2.138, -1.029, -0.007], [2.189, 1.261, 0.423], [-0.604, -1.072, -1.858], [1.017, 0.209, 1.281], [2.368, -0.527, 0.402]], "charge": 0, "e_homo_ev": -7.99, "largest_force_ev_per_a": 0.59, "homo_lumo_gap_ev": 8.0}

---

{"formula": "C5H8O", "method": "wB97M-V/def2-TZVPD", "elements": ["O", "H", "C", "C", "H", "H", "H", "C", "C", "C", "H", "H", "H", "H"], "coordinates": [[1.144, -1.349, 0.306], [1.328, 1.007, -2.278], [-0.200, -1.253, 0.818], [0.075, 1.375, 0.711], [0.997, 1.334, 0.127], [-1.597, -1.174, -1.103], [-1.750, 0.175, 0.969], [-0.724, 0.095, 0.607], [0.698, -1.313, -0.972], [-0.693, -0.905, -0.571], [-0.521, -2.041, 1.488], [-0.520, 2.221, 0.354], [0.340, 1.565, 1.757], [1.422, 0.265, -2.214]], "charge": 0, "e_homo_ev": -8.54, "largest_force_ev_per_a": 0.43, "homo_lumo_gap_ev": 9.3}

---

{"formula": "C5H8O", "method": "wB97M-V/def2-TZVPD", "elements": ["H", "H", "C", "H", "H", "C", "O", "C", "H", "H", "C", "C", "H", "H"], "coordinates": [[1.421, -0.639, 1.556], [0.999, -1.915, 0.311], [0.602, 1.300, -0.553], [-0.747, 0.517, -2.183], [1.673, 1.329, -0.359], [0.585, -1.222, 1.088], [-0.420, -1.586, 1.814], [0.086, 0.244, -1.536], [-2.141, -0.631, 0.324], [-1.530, 0.632, 1.507], [-0.148, 0.128, -0.089], [-1.307, -0.015, 0.661], [0.114, 2.272, -0.536], [0.814, -0.415, -2.006]], "charge": 0, "e_homo_ev": [-7.96, -7.96], "largest_force_ev_per_a": 0.60, "homo_lumo_gap_ev": [7.0, 7.0]}

---

{"formula": "C5H8O", "method": "wB97M-V/def2-TZVPD", "elements": ["H", "H", "C", "H", "C", "C", "O", "C", "H", "C", "H", "H", "H", "H"], "coordinates": [[-2.276, -0.467, 0.377], [-0.353, 1.742, -0.475], [-0.239, -1.134, -0.217], [0.733, -0.237, 1.569], [-0.595, 0.975, 0.270], [0.560, -0.026, 0.505], [2.645, -0.448, -0.610], [1.888, 0.343, -0.099], [-1.870, -0.019, -1.291], [-1.458, -0.182, -0.291], [-0.981, 1.476, 1.163], [-0.389, -2.058, 0.347], [2.140, 1.428, -0.062], [0.195, -1.392, -1.187]], "charge": 0, "e_homo_ev": -9.76, "largest_force_ev_per_a": 0.51, "homo_lumo_gap_ev": 10.8, "smiles": "O=CC1CCC1"}

---

{"formula": "C5H8O", "method": "wB97M-V/def2-TZVPD", "elements": ["C", "C", "C", "H", "H", "O", "H", "C", "C", "H", "H", "H", "H", "H"], "coordinates": [[-0.424, 0.356, -0.562], [-1.403, -0.774, -0.412], [-0.035, 1.002, 0.923], [-1.217, -1.287, 0.527], [1.487, 1.427, -0.654], [2.771, -0.835, -0.343], [0.202, 0.465, 1.873], [0.964, 0.660, -0.105], [1.670, -0.613, 0.090], [-1.518, -1.482, -1.239], [-0.578, 0.861, -1.541], [-2.366, -0.254, -0.302], [1.045, -1.404, 0.568], [-0.597, 1.878, 1.176]], "charge": 0, "e_homo_ev": -9.07, "largest_force_ev_per_a": 1.74, "homo_lumo_gap_ev": 10.1, "smiles": "C[C@H]1C[C@H]1C=O"}